(1)
The following is a quantum chemistry calculation of a structure of composition C10H34B2N2O3Sn in a non-equilibrium geometry, from the Open Molecules 2025 dataset.

* LUMO: 0.59 eV
* ΔE to the lowest compared entry with this formula, charge and spin: 1068.04 kJ/mol
* DFT total energy: -999.9704 a.u.

Geometry as ORCA input:
```
! wB97M-V def2-TZVPD RIJCOSX def2/J DEFGRID3
* xyz 0 1
Sn 0.625 -0.663 -0.115
B 0.166 -2.802 -0.390
H 0.037 -3.850 -0.614
H -0.572 -2.275 -0.975
H 0.064 -2.563 0.657
H 1.145 -2.468 -0.695
B 1.081 1.022 1.421
H 1.408 1.549 2.305
H 0.419 0.243 1.764
H 0.552 1.744 0.818
H 1.926 0.711 0.826
C -2.114 0.597 -2.702
O -1.360 0.694 -1.477
C -0.824 1.982 -1.227
C 0.480 2.229 -1.889
N 1.480 1.438 -1.117
C 2.751 1.213 -1.841
C 3.673 0.373 -0.945
O 3.104 -0.878 -0.669
C 3.995 -1.833 -0.019
H -1.396 0.847 -3.483
H -2.951 1.294 -2.695
H -2.465 -0.412 -2.919
H -0.755 1.984 -0.139
H -1.550 2.723 -1.559
H 0.813 3.266 -1.848
H 0.562 1.766 -2.872
H 1.650 1.951 -0.263
H 3.296 2.157 -1.834
H 2.615 0.887 -2.872
H 4.017 0.817 -0.011
H 4.558 0.203 -1.559
H 4.437 -1.389 0.873
H 4.854 -2.054 -0.653
H 3.435 -2.758 0.119
C -0.315 -1.377 2.189
C -1.460 -1.041 1.217
C -2.648 -0.535 2.020
O -3.709 -0.191 1.110
C -4.835 0.285 1.759
N -0.998 0.011 0.336
H -0.622 -2.101 2.944
H -0.044 -0.498 2.774
H 0.556 -1.826 1.710
H -1.768 -1.864 0.572
H -2.321 0.331 2.595
H -3.077 -1.215 2.757
H -4.690 1.023 2.547
H -5.318 -0.560 2.250
H -5.475 0.654 0.957
H -1.787 0.451 -0.115
H -0.647 0.708 0.977
*
```

=====

(2)
The following is a quantum chemistry calculation of a cluster of 8 separate species, C10H34ClO11 in total in a non-equilibrium geometry, from the Open Molecules 2025 dataset.

* LUMO: 2.43 eV
* ΔE to the lowest compared entry with this formula, charge and spin: 262.61 kJ/mol
* DFT total energy: -1688.8808 a.u.

Geometry as ORCA input:
```
! wB97M-V def2-TZVPD RIJCOSX def2/J DEFGRID3
* xyz -1 1
Cl 0.843 0.919 0.633
O 0.801 2.287 0.915
O 1.066 0.113 1.861
O -0.444 0.606 0.064
O 1.863 0.731 -0.339
C -4.584 4.230 2.543
C -4.382 3.046 3.464
O -5.659 2.732 4.041
H -3.644 4.343 2.002
H -4.632 5.151 3.124
H -5.348 4.090 1.778
H -3.683 3.308 4.258
H -3.998 2.216 2.870
H -5.570 2.247 4.865
C 5.720 -0.379 -5.240
C 4.985 0.925 -5.192
O 5.459 1.825 -6.121
H 5.303 -1.077 -4.514
H 6.772 -0.238 -4.990
H 5.716 -0.835 -6.230
H 5.210 1.449 -4.263
H 3.915 0.758 -5.310
H 6.390 1.853 -5.887
C 0.821 -6.124 1.022
C 2.138 -5.390 1.002
O 2.233 -4.684 -0.169
H 0.869 -6.640 0.063
H -0.015 -5.429 1.099
H 0.611 -6.893 1.765
H 2.944 -6.120 1.081
H 2.291 -4.657 1.794
H 1.910 -3.794 -0.013
C -4.388 -2.764 2.826
O -4.162 -3.016 1.444
H -5.348 -2.253 2.887
H -4.566 -3.597 3.506
H -3.614 -2.065 3.142
H -3.964 -2.154 1.073
C 3.280 3.233 6.354
O 3.365 3.679 7.705
H 2.632 2.382 6.147
H 3.025 4.100 5.744
H 4.258 2.944 5.970
H 2.435 3.757 7.932
C -1.271 -3.098 -3.830
O -1.570 -2.274 -4.977
H -0.679 -3.962 -4.134
H -0.580 -2.528 -3.209
H -2.188 -3.280 -3.271
H -2.364 -2.574 -5.425
C -1.945 4.066 -3.778
O -0.679 3.376 -3.790
H -2.154 4.661 -2.889
H -2.069 4.780 -4.593
H -2.643 3.228 -3.777
H -0.711 2.789 -3.032
*
```

=====

(3)
The following is a quantum chemistry calculation of a cluster of 7 separate species, C10H34N2O7 in total in a non-equilibrium geometry, from the Open Molecules 2025 dataset.

* structure (SMILES): NC(N)=O.CCO.CCO.CCO.CO.CO.CO
* LUMO: 0.31 eV
* ΔE to the lowest compared entry with this formula, charge and spin: 395.47 kJ/mol
* DFT total energy: -1037.4652 a.u.

Geometry as ORCA input:
```
! wB97M-V def2-TZVPD RIJCOSX def2/J DEFGRID3
* xyz 0 1
C -2.907 3.961 -1.838
C -2.476 3.034 -0.667
O -2.631 1.703 -1.230
H -2.662 4.979 -1.586
H -3.951 4.058 -1.970
H -2.484 3.670 -2.805
H -3.306 3.227 0.077
H -1.503 3.132 -0.213
H -2.175 1.035 -0.805
C -4.191 -2.172 -1.642
C -4.109 -1.575 -0.280
O -3.667 -2.524 0.679
H -4.077 -1.320 -2.248
H -5.112 -2.739 -1.840
H -3.297 -2.687 -1.926
H -5.027 -1.036 -0.033
H -3.232 -0.871 -0.362
H -3.584 -3.393 0.290
C 5.088 -0.284 1.103
C 4.063 0.486 0.350
O 4.203 1.850 0.603
H 4.911 -1.387 1.105
H 4.948 0.037 2.078
H 6.068 0.028 0.813
H 2.978 0.228 0.575
H 4.416 0.436 -0.682
H 3.378 2.124 1.119
C -0.679 -0.552 1.483
O -1.166 0.243 0.500
N 0.433 -0.314 2.134
N -1.339 -1.625 1.879
H 0.937 0.526 1.895
H 1.021 -1.024 2.622
H -2.244 -1.874 1.501
H -1.153 -2.173 2.685
C 1.205 2.623 0.746
O 1.902 2.284 1.983
H 0.157 2.612 0.920
H 1.336 1.889 0.017
H 1.570 3.554 0.418
H 1.712 2.966 2.675
C 2.882 -3.959 0.456
O 2.293 -2.771 0.120
H 2.480 -4.218 1.501
H 3.970 -3.916 0.507
H 2.577 -4.607 -0.343
H 1.375 -2.917 0.046
C 0.493 -0.236 -2.033
O -0.849 -0.310 -2.412
H 0.727 -0.235 -0.953
H 0.877 0.643 -2.488
H 1.159 -0.987 -2.517
H -1.351 0.393 -2.032
*
```

=====

(4)
The following is a quantum chemistry calculation of a cluster of 6 separate species, C10H34NO9 in total in a non-equilibrium geometry, from the Open Molecules 2025 dataset.

* LUMO: -2.17 eV
* ΔE to the lowest compared entry with this formula, charge and spin: 124.59 kJ/mol
* DFT total energy: -1133.0154 a.u.

Geometry as ORCA input:
```
! wB97M-V def2-TZVPD RIJCOSX def2/J DEFGRID3
* xyz 1 1
N 0.071 -0.532 0.012
H 0.127 -0.323 0.998
H -0.421 0.162 -0.531
H -0.417 -1.393 -0.192
H 1.002 -0.747 -0.316
C -2.561 0.440 2.992
C -1.334 -0.449 3.286
O -0.241 0.216 2.755
H -2.550 1.468 3.352
H -3.545 0.066 3.278
H -2.590 0.543 1.908
H -1.512 -1.375 2.740
H -1.223 -0.697 4.342
H 0.464 0.330 3.397
C -2.687 3.629 -1.304
C -2.365 2.203 -0.797
O -1.032 1.850 -0.960
O -2.661 3.660 -2.725
H -1.982 4.303 -0.818
H -3.696 3.934 -1.027
H -2.939 1.440 -1.322
H -2.650 2.156 0.254
H -0.409 2.540 -0.723
H -1.745 3.540 -2.984
C -1.938 -2.934 -0.764
C -3.207 -2.229 -0.327
O -3.057 -0.821 -0.075
O -1.068 -3.001 0.382
H -1.427 -2.350 -1.530
H -2.108 -3.943 -1.141
H -3.749 -2.732 0.474
H -3.859 -2.224 -1.200
H -3.664 -0.592 0.632
H -1.526 -3.447 1.097
C 3.593 0.680 2.824
C 3.322 -0.564 1.877
O 2.976 -0.141 0.613
O 4.832 1.372 2.551
H 3.708 0.271 3.828
H 2.847 1.475 2.824
H 2.467 -1.140 2.232
H 4.121 -1.296 1.763
H 3.765 0.210 0.192
H 4.736 2.243 2.943
C 2.739 -0.305 -2.675
C 2.389 -0.194 -4.180
O 2.725 -1.388 -4.921
O 1.789 -1.190 -2.020
H 2.658 0.660 -2.175
H 3.775 -0.626 -2.563
H 2.973 0.586 -4.668
H 1.346 0.095 -4.311
H 3.684 -1.389 -4.944
H 2.056 -2.050 -2.352
*
```

=====

(5)
The following is a quantum chemistry calculation of a cluster of 7 separate species, C10H34O12 in total in a non-equilibrium geometry, from the Open Molecules 2025 dataset.

* structure (SMILES): OCCO.OCCO.OCCO.OCCO.OCCO.O.O
* LUMO: -0.01 eV
* ΔE to the lowest compared entry with this formula, charge and spin: 280.82 kJ/mol
* DFT total energy: -1304.0983 a.u.

Geometry as ORCA input:
```
! wB97M-V def2-TZVPD RIJCOSX def2/J DEFGRID3
* xyz 0 1
C -8.386 27.712 -22.888
C -8.456 28.586 -21.663
O -8.078 27.976 -20.439
O -9.255 28.170 -23.961
H -8.682 26.666 -22.804
H -7.357 27.683 -23.248
H -9.500 28.896 -21.704
H -7.912 29.508 -21.871
H -7.169 27.671 -20.386
H -10.043 27.623 -23.934
C -15.950 32.543 -23.091
C -15.755 31.248 -22.358
O -16.990 30.684 -22.088
O -16.445 32.382 -24.397
H -15.137 33.254 -23.236
H -16.707 33.180 -22.633
H -15.206 31.523 -21.458
H -15.087 30.578 -22.899
H -16.946 30.124 -21.309
H -16.707 31.461 -24.324
C -14.226 24.848 -28.344
C -13.311 25.591 -29.249
O -12.274 24.574 -29.312
O -14.949 23.920 -29.220
H -14.817 25.691 -27.988
H -13.696 24.418 -27.493
H -12.774 26.462 -28.872
H -13.759 25.858 -30.206
H -12.185 24.129 -30.158
H -14.617 24.045 -30.112
C -13.915 28.040 -24.603
C -12.456 28.474 -24.874
O -11.667 27.268 -25.059
O -14.305 26.832 -25.334
H -14.587 28.862 -24.848
H -13.924 27.806 -23.538
H -12.041 29.133 -24.111
H -12.430 28.814 -25.909
H -12.297 26.646 -25.432
H -15.248 26.656 -25.287
C -12.658 26.555 -21.150
C -11.312 25.925 -20.761
O -11.602 25.159 -19.554
O -13.432 27.248 -20.150
H -13.333 25.757 -21.459
H -12.458 27.269 -21.949
H -10.629 26.678 -20.368
H -10.950 25.415 -21.654
H -12.251 25.707 -19.107
H -12.879 27.845 -19.640
O -16.682 25.680 -24.550
H -17.020 24.811 -24.766
H -16.128 25.538 -23.783
O -17.491 28.577 -25.250
H -17.554 28.448 -26.197
H -17.251 27.716 -24.906
*
```

=====

(6)
The following is a quantum chemistry calculation of a structure of composition C10H35BeN2O10S3 in a non-equilibrium geometry, from the Open Molecules 2025 dataset.

* LUMO: -14.63 eV
* DFT total energy: -2471.9222 a.u.

Geometry as ORCA input:
```
! wB97M-V def2-TZVPD RIJCOSX def2/J DEFGRID3
* xyz 3 1
Be -4.040 -0.939 -0.178
N -1.489 -2.702 2.702
H -1.516 -1.781 2.219
H -0.529 -3.043 2.700
H -2.133 -3.387 2.316
H -1.854 -2.524 3.635
N -3.277 0.774 3.745
H -3.214 1.742 4.070
H -4.148 0.478 3.319
H -2.989 0.165 4.507
H -2.595 0.597 2.992
C -0.924 0.331 0.688
O -2.008 -0.348 1.306
H -0.971 1.422 0.683
H 0.079 0.038 1.005
H -0.860 0.135 -0.388
O 1.299 -2.053 -1.468
S 2.492 -2.411 -0.738
O 2.741 -3.749 -0.284
O 3.811 -2.021 -1.613
C 3.590 -1.211 -2.756
C 4.797 -1.108 -3.716
C 2.685 -1.351 0.695
H 3.280 -0.218 -2.422
H 2.785 -1.605 -3.378
H 4.427 -0.797 -4.692
H 5.336 -2.041 -3.875
H 5.466 -0.389 -3.247
H 2.584 -0.319 0.348
H 3.649 -1.548 1.156
H 1.809 -1.370 1.344
O -1.977 3.917 3.148
S -1.150 5.055 2.746
O -1.718 6.348 2.470
O 0.105 5.234 3.765
C 0.530 4.056 4.476
C 1.682 4.445 5.374
C -0.201 4.678 1.212
H 0.780 3.407 3.632
H -0.353 3.736 5.028
H 2.451 5.051 4.893
H 2.159 3.507 5.657
H 1.388 5.083 6.206
H 0.737 4.336 1.645
H -0.209 5.603 0.644
H -0.749 3.856 0.755
O -3.192 -1.183 -4.497
S -2.265 -1.366 -3.407
O -2.728 -1.156 -2.036
O -1.535 -2.852 -3.445
C -1.286 -3.365 -4.716
C -1.454 -4.851 -4.819
C -0.834 -0.331 -3.586
H -0.251 -3.139 -4.988
H -1.886 -2.997 -5.551
H -0.920 -5.211 -5.694
H -2.519 -5.093 -4.850
H -1.228 -5.293 -3.846
H -0.028 -0.520 -2.878
H -1.184 0.688 -3.412
H -0.447 -0.410 -4.601
*
```

=====

Number 1: Kohn-Sham gap 5.26 eV. Number 2: Kohn-Sham gap 8.38 eV. Number 3: Kohn-Sham gap 9.70 eV. Number 4: Kohn-Sham gap 10.47 eV. Number 5: Kohn-Sham gap 9.80 eV. Number 6: Kohn-Sham gap 2.82 eV.